Here is C12H15BF2NO9S2 as an isolated structure from OMol25. Energies are from ωB97M-V/def2-TZVPD.

```
! wB97M-V def2-TZVPD RIJCOSX def2/J DEFGRID3
* xyz -1 1
C 0.30 3.07 0.20
C 1.14 2.02 -0.45
C 2.44 1.80 0.00
C 3.22 0.79 -0.54
C 2.70 -0.01 -1.55
C 1.41 0.19 -2.02
C 0.87 -0.71 -3.10
C -0.23 -1.64 -2.66
C -0.61 -2.77 -3.63
C -1.62 -3.45 -2.75
O -2.72 -3.86 -3.00
O -1.09 -3.48 -1.49
C -0.03 -2.49 -1.41
O -0.22 -1.75 -0.26
B 0.49 -1.95 0.90
O -0.09 -1.53 2.07
O 1.70 -2.59 0.85
C 0.64 1.21 -1.47
H -0.45 3.45 -0.50
H -0.26 2.62 1.02
H 0.90 3.88 0.61
H 2.84 2.41 0.80
H 4.22 0.62 -0.18
H 3.29 -0.81 -1.98
H 0.47 -0.08 -3.90
H 1.71 -1.28 -3.52
H -1.14 -1.08 -2.43
H 0.24 -3.47 -3.64
H -0.95 -2.51 -4.62
H 0.93 -3.02 -1.45
H 0.14 -0.64 2.38
H 2.28 -2.31 1.56
H -0.37 1.37 -1.83
N -2.87 1.28 3.99
S -1.39 1.34 4.56
O -1.28 1.81 5.90
O -0.41 1.76 3.61
F -1.17 -0.23 4.67
S -3.59 2.66 3.73
O -4.99 2.46 3.51
O -2.88 3.56 2.87
F -3.53 3.37 5.15
*
```

Properties
LUMO: 2.29 eV
orbital gap: 8.91 eV
HOMO energy: -6.62 eV

***

Here is C18H53N8O11V as an isolated structure in a non-equilibrium geometry from OMol25. Energies are from ωB97M-V/def2-TZVPD.

```
! wB97M-V def2-TZVPD RIJCOSX def2/J DEFGRID3
* xyz 1 2
O 4.47 9.11 -19.60
V 4.73 9.63 -21.09
O 3.83 8.86 -22.12
C 8.18 6.64 -21.94
C 7.35 7.71 -21.19
C 8.23 8.36 -20.07
O 6.73 8.70 -21.94
H 9.16 7.11 -22.08
H 7.70 6.24 -22.84
H 8.32 5.82 -21.25
H 6.56 7.17 -20.65
H 9.10 8.82 -20.54
H 8.39 7.65 -19.26
H 7.74 9.16 -19.51
C 5.76 7.41 -25.28
O 5.27 6.74 -26.21
N 6.81 8.14 -25.46
N 5.36 7.46 -24.10
H 6.91 8.37 -26.44
H 7.19 8.75 -24.74
H 5.79 7.97 -23.34
H 4.60 6.80 -24.03
C 6.88 11.94 -20.00
O 5.76 11.39 -19.93
N 7.30 12.94 -19.34
N 7.87 11.48 -20.71
H 8.22 13.32 -19.53
H 6.79 13.47 -18.65
H 7.67 10.69 -21.32
H 8.77 11.86 -20.47
C 10.27 9.02 -24.46
O 10.63 9.09 -25.64
N 10.91 8.49 -23.56
N 9.19 9.71 -24.00
H 10.58 8.68 -22.62
H 11.90 8.39 -23.75
H 8.69 9.59 -23.12
H 8.83 10.28 -24.75
C 10.60 4.62 -24.51
O 11.16 3.77 -25.13
N 9.95 5.62 -24.99
N 10.23 4.57 -23.25
H 10.07 5.82 -25.97
H 9.34 6.16 -24.39
H 10.59 3.71 -22.85
H 10.21 5.40 -22.68
C 6.75 4.12 -18.58
C 6.95 2.65 -18.51
O 6.39 2.14 -19.64
H 7.53 4.41 -17.86
H 5.83 4.45 -18.10
H 6.85 4.58 -19.56
H 6.74 2.10 -17.59
H 8.03 2.55 -18.60
H 6.74 2.66 -20.36
C 11.62 5.67 -19.99
C 12.52 6.86 -20.23
C 13.52 6.55 -21.32
O 11.59 7.89 -20.56
H 12.25 4.78 -19.87
H 10.76 5.45 -20.62
H 11.12 5.83 -19.04
H 13.12 7.05 -19.34
H 12.96 6.28 -22.22
H 14.16 5.70 -21.09
H 14.23 7.33 -21.60
H 11.11 8.11 -19.76
C 4.89 4.36 -22.36
C 3.50 4.86 -21.96
C 2.41 3.71 -21.81
O 3.67 5.43 -20.77
H 5.64 5.14 -22.26
H 5.01 4.13 -23.42
H 5.26 3.61 -21.66
H 3.31 5.50 -22.82
H 1.42 4.02 -22.14
H 2.36 3.29 -20.81
H 2.67 3.02 -22.61
H 4.54 5.84 -20.79
C 11.44 10.87 -18.72
C 10.94 10.13 -17.46
C 9.63 10.75 -16.98
O 10.63 8.77 -17.79
H 12.36 10.37 -19.00
H 11.61 11.90 -18.43
H 10.73 10.75 -19.54
H 11.63 10.15 -16.61
H 9.82 11.77 -16.64
H 9.17 10.26 -16.12
H 8.75 10.70 -17.62
H 9.78 8.52 -17.42
*
```

Properties
LUMO (alpha / beta): -4.78 / -8.42 eV
orbital gap (alpha / beta): 6.91 / 3.26 eV
HOMO energy (alpha / beta): -11.69 / -11.69 eV

***

Here is C26H46Cl3N2O5S3Si6TeW as an isolated structure in a non-equilibrium geometry from OMol25. Energies are from ωB97M-V/def2-TZVPD.

```
! wB97M-V def2-TZVPD RIJCOSX def2/J DEFGRID3
* xyz -1 3
W -0.58 0.21 0.61
O -2.38 -0.26 -3.12
C -1.66 -0.50 -2.04
O -1.37 0.48 -1.27
C -1.18 -1.76 -1.67
C -1.28 -3.02 -2.32
C -0.70 -4.11 -1.75
C -0.02 -3.99 -0.51
C 0.02 -2.77 0.09
N -0.54 -1.68 -0.45
C 0.67 -2.44 1.41
O 1.24 -3.26 2.10
O 0.53 -1.18 1.71
H -2.74 0.65 -3.00
H -1.82 -3.08 -3.26
H -0.76 -5.07 -2.24
H 0.46 -4.83 -0.03
C 2.18 3.61 5.92
Si 0.55 3.65 5.00
C -0.66 2.57 5.90
C -0.08 5.42 5.07
C 0.89 3.31 3.18
C 1.67 4.22 2.49
C 1.83 4.13 1.11
C 1.21 3.09 0.44
N 0.49 2.17 1.09
C 0.32 2.27 2.43
S -0.72 1.01 2.98
H 2.03 3.94 6.95
H 2.92 4.27 5.46
H 2.59 2.60 5.95
H -0.76 2.96 6.92
H -0.32 1.54 5.97
H -1.64 2.56 5.43
H -0.29 5.70 6.11
H -1.00 5.54 4.49
H 0.66 6.12 4.68
H 2.16 5.03 3.02
H 2.41 4.85 0.55
H 1.28 2.99 -0.63
C -5.23 -1.37 4.69
Si -6.10 -1.44 3.03
C -6.48 0.32 2.52
C -7.73 -2.34 3.28
Si -4.66 -2.39 1.45
Te -2.73 -0.88 1.51
Si -4.06 -4.52 2.20
C -2.94 -5.39 0.97
C -3.09 -4.40 3.80
C -5.56 -5.62 2.51
Si -5.77 -2.54 -0.59
C -4.66 -3.25 -1.93
C -6.26 -0.83 -1.17
C -7.30 -3.64 -0.52
H -5.66 -0.61 5.33
H -4.17 -1.13 4.54
H -5.28 -2.33 5.21
H -6.93 0.89 3.34
H -7.16 0.36 1.66
H -5.56 0.83 2.22
H -8.35 -1.77 3.99
H -7.59 -3.34 3.69
H -8.30 -2.44 2.35
H -1.93 -5.00 1.07
H -3.25 -5.21 -0.06
H -2.92 -6.47 1.14
H -2.24 -3.72 3.65
H -2.69 -5.37 4.09
H -3.69 -4.00 4.62
H -6.11 -5.82 1.59
H -6.26 -5.16 3.21
H -5.24 -6.58 2.93
H -3.72 -2.69 -1.96
H -5.13 -3.18 -2.91
H -4.41 -4.29 -1.74
H -5.47 -0.11 -0.93
H -7.17 -0.48 -0.67
H -6.42 -0.80 -2.25
H -7.02 -4.68 -0.37
H -7.86 -3.56 -1.46
H -7.96 -3.35 0.30
C -1.61 5.15 -1.98
O -1.63 4.27 -0.85
C -2.36 3.15 -0.89
S -3.23 2.74 -2.25
S -2.34 2.34 0.66
H -1.08 6.03 -1.64
H -2.63 5.40 -2.28
H -1.10 4.68 -2.82
Cl 1.50 1.28 -2.46
Si 1.72 0.13 -0.70
Cl 2.40 -1.66 -1.50
Cl 3.43 0.95 0.14
*
```

Properties
LUMO (alpha / beta): 1.71 / 1.40 eV
orbital gap (alpha / beta): 5.45 / 5.90 eV
HOMO energy (alpha / beta): -3.74 / -4.50 eV

***

Copy entry 2 word for word.
Here is C18H53N8O11V as an isolated structure in a non-equilibrium geometry from OMol25. Energies are from ωB97M-V/def2-TZVPD.

```
! wB97M-V def2-TZVPD RIJCOSX def2/J DEFGRID3
* xyz 1 2
O 4.47 9.11 -19.60
V 4.73 9.63 -21.09
O 3.83 8.86 -22.12
C 8.18 6.64 -21.94
C 7.35 7.71 -21.19
C 8.23 8.36 -20.07
O 6.73 8.70 -21.94
H 9.16 7.11 -22.08
H 7.70 6.24 -22.84
H 8.32 5.82 -21.25
H 6.56 7.17 -20.65
H 9.10 8.82 -20.54
H 8.39 7.65 -19.26
H 7.74 9.16 -19.51
C 5.76 7.41 -25.28
O 5.27 6.74 -26.21
N 6.81 8.14 -25.46
N 5.36 7.46 -24.10
H 6.91 8.37 -26.44
H 7.19 8.75 -24.74
H 5.79 7.97 -23.34
H 4.60 6.80 -24.03
C 6.88 11.94 -20.00
O 5.76 11.39 -19.93
N 7.30 12.94 -19.34
N 7.87 11.48 -20.71
H 8.22 13.32 -19.53
H 6.79 13.47 -18.65
H 7.67 10.69 -21.32
H 8.77 11.86 -20.47
C 10.27 9.02 -24.46
O 10.63 9.09 -25.64
N 10.91 8.49 -23.56
N 9.19 9.71 -24.00
H 10.58 8.68 -22.62
H 11.90 8.39 -23.75
H 8.69 9.59 -23.12
H 8.83 10.28 -24.75
C 10.60 4.62 -24.51
O 11.16 3.77 -25.13
N 9.95 5.62 -24.99
N 10.23 4.57 -23.25
H 10.07 5.82 -25.97
H 9.34 6.16 -24.39
H 10.59 3.71 -22.85
H 10.21 5.40 -22.68
C 6.75 4.12 -18.58
C 6.95 2.65 -18.51
O 6.39 2.14 -19.64
H 7.53 4.41 -17.86
H 5.83 4.45 -18.10
H 6.85 4.58 -19.56
H 6.74 2.10 -17.59
H 8.03 2.55 -18.60
H 6.74 2.66 -20.36
C 11.62 5.67 -19.99
C 12.52 6.86 -20.23
C 13.52 6.55 -21.32
O 11.59 7.89 -20.56
H 12.25 4.78 -19.87
H 10.76 5.45 -20.62
H 11.12 5.83 -19.04
H 13.12 7.05 -19.34
H 12.96 6.28 -22.22
H 14.16 5.70 -21.09
H 14.23 7.33 -21.60
H 11.11 8.11 -19.76
C 4.89 4.36 -22.36
C 3.50 4.86 -21.96
C 2.41 3.71 -21.81
O 3.67 5.43 -20.77
H 5.64 5.14 -22.26
H 5.01 4.13 -23.42
H 5.26 3.61 -21.66
H 3.31 5.50 -22.82
H 1.42 4.02 -22.14
H 2.36 3.29 -20.81
H 2.67 3.02 -22.61
H 4.54 5.84 -20.79
C 11.44 10.87 -18.72
C 10.94 10.13 -17.46
C 9.63 10.75 -16.98
O 10.63 8.77 -17.79
H 12.36 10.37 -19.00
H 11.61 11.90 -18.43
H 10.73 10.75 -19.54
H 11.63 10.15 -16.61
H 9.82 11.77 -16.64
H 9.17 10.26 -16.12
H 8.75 10.70 -17.62
H 9.78 8.52 -17.42
*
```

Properties
LUMO (alpha / beta): -4.78 / -8.42 eV
orbital gap (alpha / beta): 6.91 / 3.26 eV
HOMO energy (alpha / beta): -11.69 / -11.69 eV